Entry 1:
ORCA calculation (ωB97M-V/def2-TZVPD) on C14H37BrO3Sb as an isolated structure.

Structure (XYZ):
```
56
Properties=species:S:1:pos:R:3:forces:R:3
C -2.3618 -1.0161 0.7633 1.022 0.228 0.175
C -1.3068 -0.7576 -0.4831 -0.286 -0.397 0.861
O -0.0138 -1.3800 -0.0838 -1.028 2.135 -1.664
C 1.0176 -0.9781 -1.0786 0.160 1.791 0.918
Sb 1.8398 -2.7766 -2.0709 0.517 -0.796 0.222
C 1.5258 -1.9943 -4.1154 -0.131 1.133 -2.005
C 0.0198 -1.4290 -4.4280 -0.021 0.032 -1.413
C -1.1532 -2.5715 -4.5039 1.078 -0.345 -0.044
Br -2.9159 -1.5985 -4.1749 0.767 -0.719 -0.426
H -3.3561 -0.4036 0.6273 1.891 -1.422 0.146
H -1.8356 -0.5933 1.7464 -1.157 -0.930 -2.153
H -2.5349 -2.1742 0.9324 0.180 2.473 -0.483
H -1.6238 -1.2642 -1.4895 0.263 1.053 1.852
H -1.2102 0.4208 -0.6378 -0.015 -2.427 0.286
H 1.9270 -0.4727 -0.4932 -1.850 -1.008 -1.060
H 0.5852 -0.1578 -1.7923 0.775 -1.392 1.239
H 3.4437 -2.0333 -2.1075 0.288 0.332 0.057
H 2.1620 -3.4264 -0.4512 0.051 0.071 0.059
H 0.3087 -3.6337 -2.0312 -0.510 0.169 -0.073
H 2.5296 -4.2390 -2.8001 0.126 -0.125 -0.049
H 2.2844 -1.0862 -4.2732 -1.632 -1.760 0.348
H 1.8729 -2.8152 -4.9086 -0.988 1.623 1.562
H 0.0697 -0.9339 -5.5132 -0.404 -0.896 2.241
H -0.3585 -0.5862 -3.7098 1.007 -1.736 -1.140
H -1.1977 -3.0774 -5.5619 -0.089 1.101 2.113
H -1.1041 -3.3944 -3.6736 0.041 1.821 -1.552
C 4.3512 1.2513 0.5323 -0.121 0.077 0.106
C 4.5373 1.3261 -0.9746 -0.132 -0.131 0.088
O 3.7832 2.3684 -1.5888 -0.022 0.321 -0.053
C 4.0681 3.6969 -1.1566 -0.040 -0.328 -0.123
C 5.5099 4.1133 -1.3938 0.171 -0.030 -0.057
H 3.2919 1.1128 0.7810 0.198 -0.057 -0.083
H 4.9231 0.4143 0.9466 -0.121 0.074 -0.108
H 4.6863 2.1631 1.0304 0.098 -0.003 0.034
H 4.1923 0.3864 -1.4175 -0.098 0.234 -0.088
H 5.5952 1.4198 -1.2372 0.089 0.057 0.055
H 3.7889 3.8193 -0.1050 0.093 0.013 0.063
H 3.4103 4.3615 -1.7290 0.002 -0.299 0.005
H 6.2134 3.4875 -0.8397 -0.055 0.081 0.037
H 5.6631 5.1502 -1.0797 -0.030 -0.071 -0.035
H 5.7630 4.0280 -2.4562 -0.068 0.031 0.127
C -6.2512 1.0439 4.0990 -0.022 0.173 0.039
C -5.3130 0.0480 3.4364 0.155 0.140 0.014
O -3.9618 0.4979 3.3710 -0.066 0.059 0.040
C -3.3234 0.7719 4.6160 -0.033 -0.115 -0.141
C -3.2529 -0.4342 5.5374 -0.023 -0.186 -0.003
H -6.2253 2.0047 3.5704 -0.025 -0.192 0.051
H -7.2784 0.6644 4.0908 0.132 0.043 -0.034
H -5.9749 1.2358 5.1375 -0.058 -0.066 0.011
H -5.6414 -0.1099 2.4042 0.293 0.049 0.063
H -5.3630 -0.9282 3.9279 -0.034 -0.005 0.087
H -3.8093 1.6194 5.1105 -0.057 -0.021 0.083
H -2.3028 1.0965 4.3812 -0.252 -0.075 -0.208
H -4.2456 -0.7983 5.8120 0.037 0.073 0.065
H -2.7218 -0.1784 6.4592 -0.035 -0.010 -0.104
H -2.7259 -1.2599 5.0470 -0.034 0.155 0.055
```
Forces are in eV/Å.

As for the LUMO energy: 2.515 eV. As for the spin multiplicity: 1. The value obtained for the HOMO energy is -3.6 eV. As for the total energy: -3595.29644 a.u. As for the charge: -1. Its orbital gap is 6.10 eV.

=====

Entry 2:
ORCA calculation (ωB97M-V/def2-TZVPD) on C14H37CuO13S4 as an isolated structure.

Structure (XYZ):
```
69
Properties=species:S:1:pos:R:3:forces:R:3
Cu 0.9782 -4.0402 -0.5621 -0.281 0.799 0.465
C 1.0948 0.0610 -0.9134 -0.813 -1.039 1.203
C 0.7804 -0.7331 0.4247 0.161 0.103 -2.876
O 0.4282 -2.0699 0.0713 0.941 0.837 1.068
H 1.1915 1.1172 -0.6619 0.438 -0.014 -0.225
H 0.2705 -0.0694 -1.6146 -0.248 0.166 0.150
H 1.9466 -0.4060 -1.4077 0.309 0.438 0.282
H -0.0166 -0.2213 0.9641 -1.033 -0.301 -0.094
H 1.5456 -0.5664 1.1829 0.568 -1.103 0.195
O -0.7964 4.7515 1.8450 0.750 -0.584 -1.833
S -0.2635 4.2115 0.5965 0.612 0.310 -0.615
O -0.0218 5.0520 -0.6066 -0.481 -2.476 3.382
O 1.1432 3.3771 0.9695 -1.481 0.704 0.599
C 1.2430 2.8279 2.3665 1.313 -0.010 -0.892
C 2.3010 3.6785 3.1092 -0.410 -0.232 -1.123
C -1.2759 2.7351 0.1278 0.568 1.047 0.327
H 1.6144 1.8237 2.1623 0.315 -0.146 0.055
H 0.2939 2.6473 2.8712 -0.184 0.860 -0.147
H 2.5455 3.3461 4.1181 -0.589 0.270 0.111
H 1.9835 4.7123 2.9733 -0.071 0.058 0.832
H 3.2496 3.6433 2.5734 -0.052 -0.291 -0.262
H -0.9471 2.4623 -0.8750 -0.636 0.244 -0.114
H -2.2979 3.0706 0.3037 -0.074 -0.137 -0.740
H -1.1084 1.8789 0.7812 0.337 0.325 0.373
O -0.2168 -5.7324 2.9911 -1.759 1.921 1.436
S -1.2241 -5.0169 3.8133 -0.559 -0.327 0.825
O -1.9376 -5.7684 4.8864 2.065 2.512 -2.974
O -0.6072 -3.5841 4.5185 -0.354 -1.943 -0.917
C -0.1579 -2.5316 3.6330 1.011 -0.043 0.768
C 0.7710 -1.5869 4.4611 -0.630 0.935 -0.344
C -2.4088 -4.0701 2.6897 -0.058 -2.122 1.006
H -0.9995 -1.9825 3.2109 -0.289 0.195 0.516
H 0.3241 -2.9083 2.7309 0.500 -0.531 0.235
H 1.6057 -1.1732 3.8953 -0.093 -0.164 -0.455
H 1.2383 -1.8661 5.4055 -0.405 -1.080 -0.206
H 0.1631 -0.7283 4.7465 -0.012 0.132 0.010
H -3.2151 -4.7639 2.4518 0.116 -0.237 -0.021
H -1.9030 -3.8273 1.7552 0.037 0.517 0.423
H -2.8650 -3.3231 3.3394 0.420 0.373 -0.431
O -3.0280 0.6095 -2.4661 -1.936 -3.097 1.739
S -3.8456 -0.4113 -1.7456 -1.053 0.933 -0.905
O -5.2000 -0.0708 -1.2684 3.015 -0.662 -0.542
O -4.0106 -1.7525 -2.6867 0.996 0.894 0.682
C -4.8585 -2.8804 -2.3170 -0.723 -0.556 0.374
C -4.3643 -4.1531 -3.0349 0.435 0.736 -0.753
C -2.7850 -1.1120 -0.4089 -0.199 0.446 -0.702
H -5.8884 -2.5601 -2.4745 0.019 -0.289 -0.847
H -4.9366 -3.1352 -1.2601 0.925 0.565 0.500
H -4.8089 -5.0996 -2.7274 -0.513 0.398 0.161
H -3.2940 -4.3090 -2.8994 0.170 0.310 0.448
H -4.4322 -4.0553 -4.1184 -0.412 -0.012 -0.010
H -3.3337 -1.8345 0.1953 -0.142 0.342 0.017
H -2.3899 -0.2585 0.1421 -0.396 -0.042 0.224
H -1.9283 -1.6034 -0.8699 -0.178 0.019 -0.330
O 2.5744 4.4726 -2.6919 0.744 -0.606 -0.996
S 3.2959 3.9957 -3.8536 -0.440 0.189 -0.278
O 4.0400 4.9183 -4.6813 -0.293 -1.361 1.188
O 4.2501 2.7311 -3.4112 -0.110 0.938 0.172
C 3.9030 2.0572 -2.2212 0.863 -1.998 1.997
C 5.0958 1.2027 -1.7307 1.102 1.540 0.224
C 2.2411 3.0326 -4.9465 -0.208 0.965 -0.185
H 3.1598 1.2606 -2.2543 -0.945 0.604 -1.249
H 3.6222 2.6994 -1.3864 -0.082 0.445 -0.437
H 5.8175 1.8929 -1.2939 0.434 0.111 -0.357
H 5.6083 0.6507 -2.5187 -0.274 -0.092 0.008
H 4.9107 0.5805 -0.8551 -0.746 -0.334 -0.304
H 2.1503 3.6643 -5.8301 0.014 -0.191 -0.107
H 1.2413 2.9438 -4.5213 0.224 -0.306 0.168
H 2.7444 2.0974 -5.1920 -0.239 0.149 0.110
```
Forces are in eV/Å.

As for the LUMO energy (spin up / spin down): -6.640 / -8.068 eV. As for the spin multiplicity: 2. The value obtained for the HOMO energy (spin up / spin down) is -13.0 / -13.0 eV. As for the total energy: -4766.37593 a.u. As for the charge: +1. The expectation value of S² is 0.76. Its orbital gap (spin up / spin down) is 6.41 / 4.98 eV.

=====

Entry 3:
ORCA calculation (ωB97M-V/def2-TZVPD) on C14H37FO5Zn as an isolated structure.

Structure (XYZ):
```
58
Properties=species:S:1:pos:R:3:forces:R:3
Zn -9.5816 -7.2620 2.8900 -1.787 1.115 1.039
F -10.9734 -6.5120 1.8667 1.282 -0.657 -0.061
C -11.2964 -5.9185 6.2291 0.559 0.387 0.571
C -10.2716 -5.8269 5.1119 -0.818 0.125 -1.220
O -9.8333 -7.1326 4.7517 1.083 -0.581 -0.880
H -10.7562 -5.9289 7.1782 -0.201 -0.204 0.108
H -11.9243 -6.8050 6.1733 0.085 -0.051 -0.234
H -11.9374 -5.0351 6.2458 0.009 0.016 -0.101
H -9.4534 -5.1358 5.3411 0.142 -0.297 0.348
H -10.7478 -5.3803 4.2266 -0.175 0.128 0.155
C -13.3221 -9.8120 5.1151 0.249 0.885 1.450
C -12.6474 -10.6237 4.0186 -0.523 0.440 0.188
C -12.6856 -9.8320 2.7027 1.029 -1.459 0.434
O -11.3148 -10.9667 4.3808 0.418 0.008 -0.045
H -12.8406 -9.9747 6.0853 -0.088 -0.629 -0.087
H -14.3934 -9.9344 5.2786 -0.007 -0.426 -0.411
H -13.1891 -8.7233 5.0549 0.118 -0.062 -0.748
H -13.0904 -11.6197 3.9646 -0.488 0.229 -0.335
H -12.0324 -8.9738 2.8828 -0.385 0.428 -0.214
H -13.6807 -9.5680 2.3609 0.009 0.236 0.095
H -12.1795 -10.4684 1.9703 -0.219 0.197 -0.329
H -10.6807 -10.3374 4.0274 -0.122 0.212 0.097
C -14.2832 -6.3889 -1.7253 -0.232 0.194 -0.445
C -14.5295 -7.5503 -0.7692 0.730 -0.247 -0.291
C -13.2236 -8.3399 -0.6371 0.275 -0.244 -0.151
O -14.9455 -7.1353 0.5204 -0.114 0.129 -0.042
H -13.7033 -6.6761 -2.6068 0.233 -0.280 0.240
H -13.7353 -5.6020 -1.2056 -0.171 0.155 -0.072
H -15.2057 -6.0222 -2.1805 -0.114 0.319 0.521
H -15.3511 -8.1422 -1.1748 0.127 -0.302 0.176
H -12.8546 -8.6878 -1.6049 -0.153 -0.046 -0.041
H -13.2641 -9.1976 0.0351 -0.348 0.020 -0.045
H -12.4318 -7.6940 -0.2393 -0.140 0.184 0.031
H -14.1968 -6.6574 0.9016 -0.088 0.192 0.010
C -8.6641 -6.1694 -2.6014 -0.047 -1.143 -0.251
C -9.4235 -5.1272 -1.7974 0.530 -0.019 -0.575
C -10.9236 -5.2061 -2.0614 0.610 -0.940 1.203
O -9.1035 -5.3556 -0.4271 -0.173 -0.046 0.443
H -9.0378 -7.1709 -2.3488 -0.284 0.138 0.106
H -7.6023 -6.2701 -2.3727 0.051 0.650 0.018
H -8.7939 -6.1060 -3.6840 0.034 0.390 0.026
H -9.0380 -4.1363 -2.0575 -0.071 0.061 0.121
H -11.4381 -4.8126 -1.1808 -0.246 0.641 -0.426
H -11.1587 -6.2754 -2.0063 -0.249 0.028 -0.470
H -11.2248 -4.7770 -3.0102 -0.148 0.086 0.069
H -9.8959 -5.6241 0.0543 -0.066 0.076 -0.050
C -13.8423 -5.5490 3.2471 -0.896 -0.145 1.264
C -13.5006 -4.2950 2.4570 -0.244 -0.373 0.358
C -12.7105 -3.2762 3.2860 -0.098 -0.301 -0.676
O -12.8424 -4.6224 1.2374 0.071 -0.045 0.070
H -14.2655 -5.2523 4.2162 0.014 0.214 -0.066
H -13.0468 -6.2343 3.5513 0.401 0.210 -0.564
H -14.6617 -6.1291 2.8194 0.237 -0.048 -0.378
H -14.4532 -3.8456 2.1671 0.042 0.037 -0.071
H -11.6687 -3.5998 3.2960 0.079 0.231 0.124
H -13.0806 -3.1960 4.3067 -0.050 -0.005 -0.006
H -12.8057 -2.3123 2.7873 0.316 0.104 0.142
H -12.1278 -5.2350 1.4801 0.014 0.085 -0.124
```
Forces are in eV/Å.

As for the LUMO energy: -2.452 eV. As for the spin multiplicity: 1. The value obtained for the HOMO energy is -9.9 eV. As for the total energy: -2810.94154 a.u. Its orbital gap is 7.44 eV.

=====

Entry 4:
ORCA calculation (ωB97M-V/def2-TZVPD) on a 11-piece molecular cluster, C14H37IN2O13 overall.

Structure (XYZ):
```
67
Properties=species:S:1:pos:R:3:forces:R:3
C 2.9227 -3.1816 1.1268 -1.240 0.197 -0.547
C 1.4606 -2.6612 1.6337 1.290 0.453 -1.671
I 0.5630 -4.3360 2.7010 0.201 0.701 0.191
C 0.5959 -2.4099 0.2991 -0.974 0.153 -0.203
C -0.2344 -1.0508 0.2801 -1.594 2.730 -0.093
C -1.5465 -0.8962 1.1317 0.648 2.261 -1.726
C -2.4281 0.3844 1.1248 3.086 0.191 -1.997
C -1.9723 1.5491 0.2194 2.178 -2.886 0.716
C -0.6458 1.4055 -0.6065 -1.452 -1.356 1.881
C 0.2437 0.1441 -0.6096 -2.693 0.581 1.653
C 1.5499 0.1359 -1.5245 -0.763 0.764 -0.070
C 2.8374 0.8299 -0.8615 0.901 -0.816 0.351
O 2.9743 2.2497 -1.1440 0.512 -1.450 -0.728
C 2.9856 0.6110 0.7160 1.355 0.628 -0.190
N 2.1890 1.5899 1.5415 1.422 -0.597 0.265
C -0.5516 2.7947 -1.3817 1.274 -0.267 -1.108
O 0.3831 3.3841 -1.9535 -3.323 -2.391 1.893
N -1.9251 3.3227 -1.3598 -0.444 0.762 0.666
C -2.6074 2.9751 -0.0914 -0.420 -0.866 0.061
O -3.4731 3.6592 0.4899 2.942 -2.488 -2.098
H 3.6709 -3.2917 1.9769 -0.977 0.068 -1.255
H 3.2747 -2.4541 0.2994 -0.266 -1.026 1.549
H 2.7042 -4.1744 0.5808 0.667 1.395 1.040
H 1.5368 -1.7063 2.2601 -0.260 -1.628 -0.611
H -0.1572 -3.2751 0.1956 1.154 1.394 0.005
H 1.2685 -2.4599 -0.6358 -1.117 0.205 1.667
H -1.8990 -1.7814 1.7767 0.712 1.490 -1.181
H -3.3854 0.4928 1.7534 1.768 -0.368 -1.119
H 1.8211 -0.9117 -1.8850 -0.485 1.332 0.701
H 1.2865 0.7587 -2.4644 0.465 -0.937 1.440
H 3.7621 0.3257 -1.3463 -1.462 0.453 0.786
H 3.5267 2.2707 -1.9634 -0.860 0.331 1.033
H 2.8083 -0.4782 1.0006 -0.133 1.560 -0.406
H 4.0972 0.8253 0.9694 -1.433 -0.690 -0.708
H 2.3015 1.2317 2.5182 -0.504 0.405 -1.058
H 2.7777 2.4490 1.5463 -0.859 -0.635 -0.247
H -2.4781 2.9950 -2.1862 0.626 0.472 0.825
O -2.9078 1.0168 -3.4291 -0.497 0.465 -0.136
H -2.3698 0.6964 -4.1635 0.116 -0.181 0.332
H -3.3899 0.2334 -3.1347 0.282 0.002 0.130
O 0.9105 -3.0516 -2.7885 -0.155 -0.009 -0.033
H 1.3530 -3.9054 -2.8841 0.007 0.121 -0.140
H 0.3634 -2.9835 -3.5801 0.048 -0.115 0.153
O 1.8297 0.1679 4.0064 0.040 -0.334 0.052
H 2.2629 -0.5611 4.4687 -0.242 0.110 0.167
H 0.8883 -0.0004 4.1381 0.146 0.077 0.022
O -1.4825 -1.1896 -3.8904 0.571 -0.222 -0.302
H -0.8399 -0.9304 -3.2140 -0.167 0.008 0.127
H -0.9408 -1.3833 -4.6662 -0.136 0.000 0.033
O -4.3276 5.9087 -1.2559 0.135 -0.033 -0.044
H -3.7675 6.0236 -2.0327 -0.089 0.073 0.135
H -3.8834 5.2135 -0.7474 -0.084 0.002 0.086
O -5.0372 0.4788 -5.5040 0.256 -0.104 -0.067
H -4.3933 0.7367 -4.8282 -0.177 0.207 -0.073
H -4.4981 0.2856 -6.2802 -0.174 0.024 0.061
O 1.3786 -1.7227 6.2054 0.157 0.201 -0.115
H 2.0005 -1.6783 6.9418 -0.171 0.010 -0.026
H 0.5126 -1.7196 6.6318 0.125 -0.109 -0.011
O -5.7251 7.4632 1.4945 -0.001 -0.197 0.003
H -5.1859 7.1452 0.7584 -0.031 0.031 -0.086
H -6.2051 6.6797 1.7870 0.071 0.130 -0.048
O 0.8647 -3.7988 7.8392 0.330 -0.342 0.193
H 1.3787 -3.9122 7.0291 -0.198 0.104 -0.020
H 1.2952 -4.3843 8.4745 -0.202 0.055 -0.009
O 2.9061 -4.2075 -4.3308 0.347 0.055 -0.233
H 3.3403 -4.4781 -5.1492 -0.102 -0.097 0.133
H 3.4320 -3.4585 -4.0236 -0.149 -0.055 0.012
```
Forces are in eV/Å.

As for the LUMO energy: -0.705 eV. As for the spin multiplicity: 1. The value obtained for the HOMO energy is -8.7 eV. As for the total energy: -1940.78323 a.u. Its orbital gap is 8.04 eV.